Record 1
Entry from OMol25: C16H20N2O4S in the gas phase (ωB97M-V/def2-TZVPD).

Computed properties:
- max |F| (hartree/bohr) = 0.02021
- M (u) = 336.4
- highest occupied orbital energy (eV) = -8.64
- LUMO (eV) = 0.48
- Kohn-Sham gap (eV) = 9.1207
- structure (SMILES) = CC(C)CC(=O)Nc1ccc(S(=O)(=O)NCc2ccco2)cc1

Atoms and positions in Å:
C1 0.9421 1.6445 -3.7650
C2 0.6782 0.5353 -4.7807
C3 0.5486 1.1196 -6.1847
C4 -0.5938 -0.2545 -4.4234
C5 -0.4073 -0.9914 -3.1126
O1 0.2127 -2.0256 -3.0291
N1 -0.9814 -0.3509 -2.0450
C6 -0.9815 -0.7145 -0.7006
C7 -1.5696 0.1663 0.2112
C8 -1.5955 -0.1381 1.5572
C9 -1.0378 -1.3229 1.9959
S1 -1.0498 -1.7094 3.7433
O2 -1.6414 -3.0001 3.9402
O3 -1.5827 -0.5920 4.4587
N2 0.5583 -1.9160 4.1600
C10 1.5311 -0.9265 3.7305
C11 1.0662 0.4356 4.1166
C12 1.0391 1.0795 5.3172
C13 0.4308 2.3349 5.0779
C14 0.1369 2.3583 3.7520
O4 0.5210 1.2148 3.1587
C15 -0.4653 -2.2105 1.1054
C16 -0.4309 -1.9125 -0.2443
H1 0.1048 2.3400 -3.7298
H2 1.1025 1.2354 -2.7700
H3 1.8316 2.2032 -4.0459
H4 1.5200 -0.1642 -4.7640
H5 -0.2883 1.8136 -6.2332
H6 1.4543 1.6566 -6.4553
H7 0.3863 0.3328 -6.9172
H8 -1.4520 0.4186 -4.3867
H9 -0.7669 -1.0031 -5.1981
H10 -1.4433 0.5271 -2.2390
H11 -2.0055 1.0901 -0.1421
H12 -2.0407 0.5233 2.2824
H13 0.8359 -2.8700 3.9898
H14 2.4782 -1.1524 4.2294
H15 1.6837 -0.9482 2.6402
H16 1.3972 0.7019 6.2519
H17 0.2391 3.1048 5.7964
H18 -0.3205 3.1019 3.1299
H19 -0.0600 -3.1417 1.4700
H20 0.0160 -2.5940 -0.9484

Cartesian forces, eV/Å:
0.149 -0.265 -0.124
-0.161 0.176 -0.040
0.095 -0.188 0.204
0.412 -0.159 -0.085
-0.319 0.300 -0.287
0.203 -0.231 -0.006
-0.288 0.345 0.048
0.052 -0.134 0.386
0.038 -0.143 -0.035
-0.072 0.050 -0.035
-0.038 -0.080 0.711
0.093 -0.408 0.061
0.188 -0.154 -0.195
0.148 0.183 -0.298
-0.804 -0.149 -0.065
-0.015 0.494 -0.262
0.613 0.147 0.826
0.167 -0.350 -0.584
-0.155 0.082 -0.441
-0.113 0.451 0.581
0.112 -0.113 -0.341
-0.059 0.066 -0.025
0.102 -0.152 -0.071
-0.119 0.114 0.022
0.024 0.053 0.131
0.078 0.099 0.019
-0.062 -0.007 0.005
-0.108 0.105 -0.035
0.071 0.084 -0.073
-0.034 -0.054 -0.127
-0.051 0.048 -0.033
-0.086 -0.010 0.074
0.106 -0.203 -0.074
-0.048 0.103 -0.029
-0.043 0.148 0.022
-0.056 -0.218 -0.019
-0.142 0.022 -0.094
0.082 0.014 0.181
0.084 -0.162 0.199
-0.076 0.211 0.088
-0.048 0.042 -0.163
0.085 -0.149 -0.040
-0.004 -0.007 0.017

Let us look at the Löwdin charges, expressed in e, one per atom: atom 1 (C): -0.073, atom 2 (C): -0.424, atom 3 (C): -0.079, atom 4 (C): -0.094, atom 5 (C): -0.467, atom 6 (O): 0.084, atom 7 (N): 0.130, atom 8 (C): -0.204, atom 9 (C): -0.001, atom 10 (C): -0.056, atom 11 (C): -0.287, atom 12 (S): 0.650, atom 13 (O): -0.289, atom 14 (O): -0.264, atom 15 (N): -0.120, atom 16 (C): -0.152, atom 17 (C): -0.305, atom 18 (C): -0.017, atom 19 (C): -0.051, atom 20 (C): -0.116, atom 21 (O): 0.020, atom 22 (C): -0.049, atom 23 (C): 0.014, atom 24 (H): 0.082, atom 25 (H): 0.073, atom 26 (H): 0.079, atom 27 (H): 0.141, atom 28 (H): 0.081, atom 29 (H): 0.077, atom 30 (H): 0.077, atom 31 (H): 0.120, atom 32 (H): 0.128, atom 33 (H): 0.138, atom 34 (H): 0.115, atom 35 (H): 0.115, atom 36 (H): 0.104, atom 37 (H): 0.132, atom 38 (H): 0.126, atom 39 (H): 0.115, atom 40 (H): 0.101, atom 41 (H): 0.120, atom 42 (H): 0.120, atom 43 (H): 0.103



Record 2
Entry from OMol25: a molecular structure, C25H31F6MgN3S3SbSi (ωB97M-V/def2-TZVPD).

Computed properties:
- max |F| (hartree/bohr) = 0.06025
- 2S+1 = 2
- M (u) = 757.9
- highest occupied orbital energy (spin up / spin down) (eV) = 1.48 / -0.95
- LUMO (spin up / spin down) (eV) = 4.19 / 4.29
- Kohn-Sham gap (spin up / spin down) (eV) = 2.7157 / 5.2391
- net charge = -2

Atoms and positions in Å:
Mg1 0.2271 -1.3199 -0.9364
C1 0.3203 -2.3996 -4.0378
N1 0.7966 -1.1630 -3.3647
C2 2.2614 -1.0964 -3.2536
C3 0.1106 0.0348 -3.7349
C4 0.5892 0.9349 -4.6997
C5 -0.2187 2.0074 -5.1586
C6 -1.5024 2.1635 -4.5898
C7 -1.9946 1.2560 -3.6126
C8 -1.1950 0.1882 -3.1739
N2 -1.4643 -0.5858 -2.0463
C9 -2.6313 -0.9588 -1.4708
C10 -3.9096 -0.6266 -2.0193
C11 -5.0733 -0.6543 -1.2222
C12 -4.9021 -1.0965 0.1307
C13 -3.7380 -1.7332 0.5436
C14 -2.6096 -1.7287 -0.2850
N3 -1.4035 -2.4628 -0.0328
C15 -1.4541 -3.7536 -0.8296
C16 -0.9850 -2.6656 1.3675
H1 0.5336 -2.3538 -5.1454
H2 0.7741 -3.2677 -3.5253
H3 -0.7602 -2.4673 -3.9391
H4 2.7092 -0.9966 -4.2883
H5 2.4877 -0.2255 -2.6713
H6 2.6379 -2.0271 -2.8242
H7 1.6046 0.8543 -4.9966
H8 0.0127 2.5671 -6.0388
H9 -2.1013 3.0311 -4.8272
H10 -2.9777 1.4078 -3.1888
H11 -3.9680 -0.2359 -3.0396
H12 -5.9940 -0.3651 -1.7051
H13 -5.7100 -0.9618 0.8890
H14 -3.6773 -2.2157 1.5389
H15 -2.1497 -4.5134 -0.3684
H16 -1.6559 -3.5860 -1.8990
H17 -0.4422 -4.2130 -0.7708
H18 -1.5827 -3.3941 1.9668
H19 0.0174 -3.1539 1.3651
H20 -0.9879 -1.7495 1.9067
S1 4.0196 0.9588 1.7883
C17 2.4498 0.4776 1.5449
S2 1.3185 -0.0326 2.8210
S3 1.7220 0.5011 -0.0117
C18 -1.1653 1.9434 4.1588
Si1 0.6516 1.7452 4.0582
C19 1.2440 1.8978 5.7671
C20 1.3998 3.3013 3.3037
C21 0.5196 4.3451 2.9176
C22 0.9302 5.7052 2.9438
C23 2.1954 5.9612 3.3845
C24 3.1228 4.9507 3.5626
C25 2.7326 3.6202 3.4780
H21 -1.4923 2.1070 5.2247
H22 -1.5625 1.0135 3.7461
H23 -1.4999 2.7817 3.5645
H24 1.1687 2.9884 6.0235
H25 2.3002 1.6805 5.8257
H26 0.5986 1.3762 6.4543
H27 -0.4983 4.0654 2.6190
H28 0.2569 6.4097 2.4958
H29 2.4485 7.0094 3.5643
H30 4.1309 5.1745 3.8288
H31 3.5211 2.8568 3.6322
F1 1.5508 -2.7301 -0.5381
Sb1 2.8951 -4.2851 -0.3650
F2 4.0328 -3.5193 -1.7067
F3 3.6728 -3.1275 0.9134
F4 3.9468 -5.8543 -0.2476
F5 1.6674 -4.8073 0.9770
F6 1.7275 -4.9878 -1.7411

Cartesian forces, eV/Å:
0.518 0.919 -0.125
0.291 0.807 -0.232
0.394 -0.670 1.091
-0.395 -0.220 -2.043
-0.561 0.012 -0.992
-1.445 0.293 0.737
-1.152 -1.253 1.163
0.577 -1.073 0.597
0.854 0.751 -1.104
-0.426 0.215 1.145
1.058 -1.274 -0.084
-0.564 1.168 -1.558
-0.837 0.153 0.793
2.362 -0.785 0.680
-1.884 0.380 -0.216
0.827 -0.061 -0.151
-0.801 0.146 0.528
0.058 -0.844 -0.395
1.005 -0.565 1.096
0.234 -2.084 -0.085
0.124 -0.273 0.905
-0.054 0.330 -0.503
-0.140 0.052 0.111
-0.101 -0.054 0.794
0.505 0.254 0.490
-0.002 0.353 0.140
0.671 -0.229 -0.597
0.614 0.579 -0.088
-0.153 -0.035 -0.311
0.226 0.182 0.088
0.030 -0.315 0.431
-0.305 0.157 0.479
0.511 -0.303 -0.873
-0.079 0.408 -0.707
0.282 0.942 -0.502
-0.256 0.213 0.571
-0.569 0.275 -0.038
-0.279 0.331 -0.634
-0.522 0.782 -0.039
0.282 0.894 0.216
0.919 0.081 0.447
-0.872 -0.122 0.262
-0.478 0.513 1.392
-0.869 0.039 -1.442
-0.906 -0.301 0.873
1.599 -0.569 -2.592
0.348 1.364 0.895
-1.399 0.532 -0.394
0.660 0.141 0.222
-1.137 -2.666 -0.699
0.730 1.538 0.022
-0.608 -0.336 0.081
1.247 0.048 0.586
0.169 -0.278 -1.022
-0.475 0.131 0.161
-0.294 0.007 -0.150
-0.117 -0.731 -0.211
0.245 -0.480 0.362
0.169 -0.532 0.487
0.444 0.427 0.094
-0.132 0.682 0.367
0.325 -0.236 -0.208
0.591 0.233 0.094
-0.831 0.274 -0.125
0.355 -0.539 -0.418
-0.935 2.057 -0.458
-0.369 -0.424 0.255
0.309 -0.706 -0.211
-0.072 0.119 0.119
-0.057 -0.667 0.092
0.543 -0.154 0.342

Let us look at the Löwdin charges, expressed in e, one per atom: atom 1 (Mg): 0.499, atom 2 (C): -0.050, atom 3 (N): -0.253, atom 4 (C): -0.086, atom 5 (C): -0.196, atom 6 (C): -0.017, atom 7 (C): -0.106, atom 8 (C): -0.103, atom 9 (C): -0.030, atom 10 (C): -0.213, atom 11 (N): 0.020, atom 12 (C): -0.251, atom 13 (C): -0.046, atom 14 (C): -0.100, atom 15 (C): -0.144, atom 16 (C): -0.052, atom 17 (C): -0.224, atom 18 (N): -0.244, atom 19 (C): -0.032, atom 20 (C): -0.082, atom 21 (H): 0.098, atom 22 (H): 0.082, atom 23 (H): 0.069, atom 24 (H): 0.092, atom 25 (H): 0.051, atom 26 (H): 0.059, atom 27 (H): 0.084, atom 28 (H): 0.071, atom 29 (H): 0.080, atom 30 (H): 0.081, atom 31 (H): 0.084, atom 32 (H): 0.078, atom 33 (H): 0.086, atom 34 (H): 0.111, atom 35 (H): 0.103, atom 36 (H): 0.086, atom 37 (H): 0.063, atom 38 (H): 0.090, atom 39 (H): 0.079, atom 40 (H): 0.049, atom 41 (S): 0.301, atom 42 (C): -1.804, atom 43 (S): 0.468, atom 44 (S): 0.357, atom 45 (C): -0.207, atom 46 (Si): 0.316, atom 47 (C): -0.220, atom 48 (C): -0.268, atom 49 (C): -0.081, atom 50 (C): -0.112, atom 51 (C): -0.145, atom 52 (C): -0.095, atom 53 (C): -0.132, atom 54 (H): 0.046, atom 55 (H): 0.018, atom 56 (H): 0.000, atom 57 (H): 0.055, atom 58 (H): 0.028, atom 59 (H): 0.014, atom 60 (H): 0.080, atom 61 (H): 0.083, atom 62 (H): 0.090, atom 63 (H): 0.086, atom 64 (H): 0.058, atom 65 (F): -0.419, atom 66 (Sb): 1.462, atom 67 (F): -0.373, atom 68 (F): -0.348, atom 69 (F): -0.379, atom 70 (F): -0.371, atom 71 (F): -0.394



Record 3
Entry from OMol25: a molecular structure, C6H10N4O (ωB97M-V/def2-TZVPD).

Computed properties:
- max |F| (hartree/bohr) = 0.12148
- M (u) = 154.2
- highest occupied orbital energy (eV) = -16.13
- LUMO (eV) = -8.30
- Kohn-Sham gap (eV) = 7.8261
- net charge = +2

Atoms and positions in Å:
C1 -4.2983 -0.0023 -0.2445
C2 -3.1900 -0.9267 -0.3104
C3 -3.7944 1.2268 -0.0134
C4 -2.2283 -0.0631 0.0117
C5 0.0441 -0.5365 0.2802
C6 2.2111 0.5170 -0.1147
N1 2.8039 1.6880 0.0821
N2 2.9267 -0.5049 -0.4965
N3 0.1859 -1.8084 0.2548
N4 0.9179 0.4555 0.2428
O1 -2.5173 1.2166 0.2513
H1 -5.1899 -0.4805 -0.5439
H2 -3.2177 -2.0330 -0.1745
H3 -4.5846 1.9692 0.2151
H4 3.7875 1.9296 -0.2066
H5 2.3309 2.4617 0.5493
H6 3.8752 -0.4466 -0.9288
H7 2.4600 -1.3785 -0.9650
H8 -0.6144 -2.4150 -0.1725
H9 0.9847 -2.3445 0.5263
H10 0.3196 1.2536 0.0617

Cartesian forces, eV/Å:
1.550 -1.439 -1.177
0.960 -1.035 1.603
-6.223 0.350 0.422
4.116 -0.420 0.677
-4.896 -0.503 -1.370
3.149 1.924 0.586
0.795 0.798 -0.388
-0.310 -3.979 -2.862
-1.672 -1.906 -1.171
-2.264 0.255 0.256
2.739 -0.640 -0.254
-1.514 0.703 0.099
0.055 1.161 -0.821
1.827 0.714 -0.160
-1.473 -0.751 0.284
0.002 -0.403 -0.141
-0.885 0.598 0.986
0.809 2.304 1.426
1.596 1.527 1.592
0.844 -0.228 0.100
0.794 0.971 0.314

Let us look at the Löwdin charges, expressed in e, one per atom: atom 1 (C): -0.010, atom 2 (C): -0.001, atom 3 (C): -0.122, atom 4 (C): -0.034, atom 5 (C): -0.063, atom 6 (C): -0.398, atom 7 (N): 0.249, atom 8 (N): 0.231, atom 9 (N): 0.204, atom 10 (N): 0.158, atom 11 (O): 0.088, atom 12 (H): 0.128, atom 13 (H): 0.153, atom 14 (H): 0.175, atom 15 (H): 0.192, atom 16 (H): 0.160, atom 17 (H): 0.182, atom 18 (H): 0.195, atom 19 (H): 0.202, atom 20 (H): 0.134, atom 21 (H): 0.178



Record 4
Entry from OMol25: C9H9NOSe in the gas phase (ωB97M-V/def2-TZVPD).

Computed properties:
- max |F| (hartree/bohr) = 0.11805
- M (u) = 226.1
- highest occupied orbital energy (eV) = -8.61
- LUMO (eV) = 0.50
- Kohn-Sham gap (eV) = 9.1093
- structure (SMILES) = O=C1C[Se]CN1c1ccccc1

Atoms and positions in Å:
O1 -1.1633 2.4516 0.5574
C1 -1.7445 1.4295 0.3717
C2 -3.1954 1.3738 0.3552
Se1 -3.7467 -0.4076 -0.2983
C3 -2.0197 -1.1997 -0.0056
N1 -1.1174 0.2793 0.0501
C4 0.2657 0.1259 -0.2258
C5 0.9407 1.0508 -1.0070
C6 2.3176 0.9974 -1.2234
C7 3.0028 -0.0927 -0.6934
C8 2.3556 -1.0342 0.1494
C9 1.0195 -0.8553 0.4033
H1 -3.5797 1.5650 1.3571
H2 -3.6713 2.0983 -0.2643
H3 -1.6920 -1.7571 -0.8273
H4 -1.6489 -1.4622 0.9136
H5 0.3605 1.9633 -1.3397
H6 2.6145 1.6743 -2.0145
H7 4.0894 -0.3013 -0.8746
H8 2.9800 -1.7072 0.7108
H9 0.4585 -1.6664 0.9593

Cartesian forces, eV/Å:
1.159 2.290 0.709
0.707 -1.064 -1.300
-2.012 -1.484 0.934
-0.623 -0.104 0.310
1.233 5.924 -0.484
-0.718 -4.022 -1.099
0.368 1.016 0.616
-1.036 1.852 0.064
-1.228 -1.234 -0.608
1.282 -0.731 0.314
0.800 2.058 -0.574
-1.597 -2.401 0.432
0.038 -0.207 0.093
0.098 0.572 -0.693
0.534 -0.753 -1.092
-0.296 -1.664 2.225
0.759 -1.341 0.097
0.961 0.044 0.443
-1.101 0.610 0.014
-0.179 -0.552 -0.161
0.849 1.191 -0.240

Let us look at the Löwdin charges, expressed in e, one per atom: atom 1 (O): 0.091, atom 2 (C): -0.623, atom 3 (C): -0.352, atom 4 (Se): 0.983, atom 5 (C): -0.325, atom 6 (N): -0.005, atom 7 (C): -0.243, atom 8 (C): -0.026, atom 9 (C): -0.076, atom 10 (C): -0.089, atom 11 (C): -0.087, atom 12 (C): -0.044, atom 13 (H): 0.085, atom 14 (H): 0.070, atom 15 (H): 0.043, atom 16 (H): 0.023, atom 17 (H): 0.136, atom 18 (H): 0.103, atom 19 (H): 0.111, atom 20 (H): 0.098, atom 21 (H): 0.125



Relative energy (zero: lowest compared OMol25 entry of this formula, charge and spin) in eV, matching the order above: 1.704; 1.339; 3.402; 0.000